(1)
{"formula": "C4H5NS", "method": "ωB97M-V/def2-TZVPD", "elements": ["S", "N", "C", "C", "C", "C", "H", "H", "H", "H", "H"], "xyz": [[-2.9070, 0.6344, -1.1249], [0.2715, 0.8848, 1.4096], [-1.0085, -1.4019, -1.7340], [-0.5186, 0.0088, 1.1505], [-1.7526, -0.3910, -1.3753], [1.3110, 1.5041, 1.5081], [-1.2396, -1.8083, -2.8082], [-1.1767, -0.4947, 1.7611], [1.4495, 2.5200, 1.7567], [-0.2414, -1.8192, -1.2521], [2.2617, 0.9738, 1.6323]], "atomic_forces_ev_per_a": [[0.2961, 0.1030, -0.0646], [-3.3386, -2.7541, -0.0868], [-3.0015, 0.8653, -4.0940], [0.6361, 1.1182, -2.1732], [-0.6148, -0.3867, -0.0678], [5.0464, 1.5301, 1.1170], [0.3872, 0.7982, 2.1059], [-1.0135, -0.9358, 1.7560], [-0.7576, 1.2676, -0.3112], [2.7678, -1.2934, 1.9855], [-0.4077, -0.3125, -0.1668]], "orbital_gap_ha": 0.2983}



(2)
{"formula": "C48H55AgAsN6OSTe", "method": "ωB97M-V/def2-TZVPD", "elements": ["Te", "Ag", "As", "S", "O", "N", "N", "N", "N", "N", "N", "C", "C", "C", "C", "C", "C", "C", "C", "C", "C", "C", "C", "C", "C", "C", "C", "C", "C", "C", "C", "C", "C", "C", "C", "C", "C", "C", "C", "C", "C", "C", "C", "C", "C", "C", "C", "C", "C", "C", "C", "C", "C", "C", "C", "C", "C", "C", "C", "H", "H", "H", "H", "H", "H", "H", "H", "H", "H", "H", "H", "H", "H", "H", "H", "H", "H", "H", "H", "H", "H", "H", "H", "H", "H", "H", "H", "H", "H", "H", "H", "H", "H", "H", "H", "H", "H", "H", "H", "H", "H", "H", "H", "H", "H", "H", "H", "H", "H", "H", "H", "H", "H", "H"], "xyz": [[1.7996, 0.7302, -0.5164], [-0.8719, -1.2770, 1.1890], [-3.4774, 1.3739, 0.8758], [-1.4410, -4.1550, -0.2977], [0.9430, -2.7032, 2.5697], [-3.0667, -1.9739, 1.7181], [-0.5009, -6.6579, -0.3424], [0.2815, -5.4616, 1.3126], [1.2213, -1.1999, 0.9155], [-1.2566, -1.1790, 3.7574], [-0.3140, 1.0853, 2.2794], [0.9064, -6.7614, 1.5067], [2.4243, 2.6137, -2.9820], [0.5052, -7.5351, 0.2385], [-2.3685, 2.7981, 0.1735], [-4.3280, -0.3122, -1.4482], [-0.6676, 4.5781, -1.0978], [1.3624, 1.8095, -3.6860], [4.0401, -1.0042, 1.9287], [-7.6102, 2.0925, 1.1728], [-2.5358, -1.7518, 4.1279], [0.0836, -1.4229, -2.5125], [3.8273, -0.9434, -1.9904], [3.1919, -2.1017, 2.0378], [1.7115, -1.9863, 1.8190], [-0.9449, 4.7323, 0.2544], [-3.5922, 0.7559, -0.9621], [4.4560, 4.0779, -1.7940], [-2.6934, 1.1427, -3.1653], [-4.2691, -0.6418, -2.7955], [2.4542, -0.7749, -1.8587], [2.8556, 2.2704, -1.6925], [-5.3427, 3.6848, 1.0156], [5.0946, -3.4816, 2.5798], [4.0015, 4.4570, -3.0485], [1.5736, -1.6015, -2.5657], [4.3499, -1.9373, -2.8029], [-3.4387, 0.0767, -3.6450], [-0.5038, -5.4311, 0.2412], [-0.7970, 0.0210, 4.4344], [2.9984, 3.6972, -3.6368], [3.8996, 2.9995, -1.1120], [5.9356, -2.3848, 2.4556], [5.4028, -1.1433, 2.1394], [-6.3577, 1.5132, 1.0490], [3.7307, -3.3354, 2.3850], [3.4867, -2.7758, -3.4892], [-0.9631, 1.2781, 3.5747], [-6.5960, 4.2665, 1.1513], [4.5610, 5.6630, -3.7534], [2.1163, -2.6005, -3.3708], [-1.2344, 3.5382, -1.8181], [-3.5997, -1.5984, 3.0310], [-2.7735, 1.5002, -1.8240], [-2.0876, 2.6372, -1.1900], [4.4529, 2.6337, 0.2454], [-5.2135, 2.3024, 0.9608], [-1.7898, 3.8336, 0.8931], [-7.7305, 3.4738, 1.2322], [3.6193, -0.0416, 1.6734], [0.0886, -8.5155, 0.4694], [-2.8727, -2.9728, 1.6786], [4.7035, 1.5722, 0.2831], [-0.2043, -0.4289, -2.8638], [-3.7396, -1.7815, 0.9864], [-0.2750, -1.5306, -1.4909], [1.7682, 0.8448, -4.0007], [-2.4114, -2.8195, 4.3339], [5.4167, 6.0714, -3.2169], [-1.3305, 0.1783, 5.3799], [6.0549, -0.2830, 2.0507], [-6.2669, 0.4317, 1.0151], [-2.9308, -1.2836, 5.0365], [-0.5628, 2.1345, 4.1333], [-4.9698, -0.8892, -0.7901], [-3.3760, -0.1951, -4.6908], [-0.4978, 5.5478, 0.8082], [-0.5290, -1.8822, 3.7426], [3.8781, -3.5628, -4.1219], [0.5257, 1.6111, -3.0144], [0.2668, -0.0929, 4.6640], [-4.4648, 4.3146, 0.9400], [-0.3898, 1.9181, 1.7065], [-0.4231, -2.1688, -3.1233], [7.0016, -2.4983, 2.6071], [4.4974, -0.2849, -1.4498], [1.9884, -6.6810, 1.6074], [-1.0040, 3.4348, -2.8709], [-2.0481, 1.6893, -3.8427], [-3.9071, -0.5539, 2.9806], [-0.8433, -6.7856, -1.2761], [3.7215, 2.8222, 1.0347], [0.5253, -4.6024, 1.8401], [-8.4943, 1.4704, 1.2353], [1.3532, -7.6765, -0.4374], [-8.7051, 3.9317, 1.3414], [1.4444, -3.2528, -3.9169], [-4.8564, -1.4647, -3.1813], [0.6751, 0.8949, 2.4109], [-6.6850, 5.3447, 1.1988], [0.0016, 5.2730, -1.5884], [5.5041, -4.4529, 2.8278], [0.5194, -7.2387, 2.4108], [-2.0280, 1.4506, 3.3963], [4.8754, 5.4151, -4.7683], [2.6516, 3.9583, -4.6325], [3.0666, -4.1805, 2.4984], [5.3498, 3.2127, 0.4667], [3.8033, 6.4459, -3.8280], [-4.4688, -2.2034, 3.3132], [-1.9956, 3.9426, 1.9533], [5.2626, 4.6378, -1.3311], [0.9931, 2.3335, -4.5693], [5.4221, -2.0619, -2.8866]], "atomic_forces_ev_per_a": [[0.4041, 0.8928, -0.8313], [-0.7419, 0.0739, 0.1827], [-0.2614, 0.2357, -0.1487], [0.0289, 0.1900, -0.1328], [0.2286, -0.2091, -0.3714], [0.0163, -0.1940, 0.0298], [0.2166, -0.1630, 0.2086], [0.5929, 0.6288, 0.5239], [0.3415, -0.5423, 0.2914], [0.1207, -0.2344, 0.4333], [-0.0477, 0.1666, 0.1912], [0.1021, -0.0493, 0.2431], [-0.1357, -0.1041, 0.0000], [0.0279, -0.0245, -0.0889], [0.1577, -0.0004, 0.0119], [-0.0578, -0.0473, 0.0529], [0.0332, 0.0223, 0.0196], [0.0895, 0.1218, -0.0049], [-0.0861, -0.0339, -0.0320], [-0.0572, 0.0056, 0.0263], [-0.1126, 0.0461, -0.2807], [0.0179, -0.0006, 0.0309], [0.0305, 0.0576, 0.0720], [0.1455, 0.1316, -0.0290], [-0.0990, -0.3288, 0.3841], [0.0141, -0.0084, 0.0145], [0.0992, -0.0224, -0.1562], [-0.0126, 0.0428, -0.0711], [0.0557, 0.0211, -0.0235], [0.0718, -0.0167, -0.0013], [-0.0242, -0.1355, 0.0814], [-0.2453, -0.1416, 0.1549], [0.0905, -0.0134, -0.0406], [0.0177, -0.0026, -0.0063], [0.0209, -0.0101, 0.0156], [-0.0324, 0.0763, -0.0190], [0.0104, -0.0278, -0.0171], [-0.0258, -0.0009, -0.0304], [-0.5567, 0.0003, -0.3117], [-0.1256, 0.1965, -0.2791], [0.0150, 0.0154, 0.0074], [-0.0326, -0.1814, 0.1659], [0.0252, -0.0082, -0.0072], [0.0635, -0.0067, 0.0082], [0.1027, -0.0505, -0.0053], [-0.0551, -0.0367, -0.0487], [0.0009, -0.0191, -0.0244], [0.0565, -0.1921, 0.0164], [-0.0337, 0.0232, 0.0408], [-0.0198, -0.0448, 0.0003], [0.0455, -0.0121, -0.0110], [0.0048, -0.0156, -0.0727], [0.1805, 0.0890, 0.1446], [-0.1239, -0.1501, -0.0236], [0.0178, 0.1356, 0.1688], [-0.0348, 0.0774, -0.0724], [0.0509, -0.0391, 0.0075], [-0.0422, 0.0029, 0.0487], [-0.0018, 0.0359, -0.0235], [0.0205, 0.0322, -0.0263], [0.0164, 0.0248, 0.0265], [-0.0204, 0.0120, -0.1006], [0.0183, 0.0133, 0.0508], [-0.0049, -0.0513, 0.0430], [0.0100, -0.0077, -0.0414], [-0.0962, -0.0041, 0.0941], [-0.0631, -0.0061, -0.0034], [0.0490, 0.0095, 0.0311], [0.0085, 0.0074, -0.0166], [0.0675, -0.0321, 0.0526], [-0.0169, 0.0174, 0.0126], [-0.0514, 0.0002, 0.0256], [0.0169, -0.0773, 0.0601], [-0.0780, 0.0188, 0.0117], [-0.0005, 0.0090, -0.0009], [0.0100, 0.0078, 0.0004], [-0.0021, -0.0101, 0.0122], [0.0733, 0.0190, -0.1028], [-0.0031, -0.0007, 0.0031], [-0.0118, -0.0271, -0.0281], [-0.0126, -0.0387, 0.0344], [-0.0154, 0.0128, 0.0025], [0.0238, -0.0299, -0.0434], [0.0040, -0.0171, -0.0099], [0.0009, 0.0092, 0.0051], [0.0121, -0.0293, 0.0136], [-0.0007, 0.0619, 0.0012], [-0.0026, -0.0086, 0.0019], [-0.0118, 0.0302, 0.0118], [-0.0414, 0.0157, -0.0357], [-0.1317, 0.1857, -0.0086], [0.0289, -0.0275, 0.0312], [-0.2776, -0.4175, -0.3538], [0.0182, -0.0211, -0.0103], [-0.0099, 0.0489, 0.0165], [-0.0032, -0.0121, -0.0067], [-0.0140, 0.0146, -0.0022], [0.0072, -0.0137, 0.0216], [0.0170, -0.0599, -0.1050], [0.0060, -0.0020, -0.0188], [0.0084, -0.0305, -0.0322], [-0.0044, 0.0030, 0.0152], [0.0003, -0.0026, -0.0447], [-0.0059, 0.0504, 0.0218], [0.0170, 0.0160, 0.0011], [-0.0155, -0.0075, 0.0080], [-0.0475, -0.0401, 0.0194], [-0.0095, 0.0063, 0.0036], [0.0272, 0.0236, -0.0100], [-0.0499, 0.0746, -0.0330], [0.0058, 0.0215, -0.0077], [-0.0117, -0.0006, 0.0113], [0.0159, -0.0084, -0.0063], [-0.0007, 0.0162, -0.0074]], "multiplicity": 2, "orbital_gap_ha": [0.2725, 0.2366]}



(3)
{"formula": "C3H5N3", "method": "ωB97M-V/def2-TZVPD", "elements": ["N", "N", "N", "C", "C", "C", "H", "H", "H", "H", "H"], "xyz": [[1.4398, 0.2238, 1.4773], [-0.5056, 1.0308, 0.4504], [-1.2374, 0.6825, -0.6533], [-0.7457, -0.4030, -1.2485], [0.4400, 0.1127, 0.5249], [0.3180, -0.9012, -0.5077], [-0.2261, -1.8309, -0.2918], [1.5374, 1.1543, 1.8666], [-1.1586, -0.8924, -2.1228], [2.3289, -0.1786, 1.2181], [-2.1908, 1.0020, -0.7134]], "atomic_forces_ev_per_a": [[-0.1208, -0.0838, 0.0010], [0.3395, 0.0638, -0.1263], [-0.0975, 0.2790, -0.2970], [-0.4192, 0.2690, 0.0481], [-0.2173, 0.1559, 0.0902], [-0.7563, 0.2014, 0.1823], [1.8646, -1.2111, 0.2063], [-0.1328, -0.2400, -0.0674], [-0.4604, 0.2185, 0.2813], [-0.2539, -0.0218, -0.0419], [0.2541, 0.3691, -0.2765]], "smiles": "Nc1cc[nH]n1", "orbital_gap_ha": 0.3437}



(4)
{"formula": "CH8N2O3", "method": "ωB97M-V/def2-TZVPD", "elements": ["O", "O", "O", "N", "N", "C", "H", "H", "H", "H", "H", "H", "H", "H"], "xyz": [[-2.2225, 0.2680, -0.1279], [0.9496, 0.4012, 0.0809], [-1.1643, -0.0148, 3.8590], [2.0787, -0.7952, -1.4975], [0.0040, 0.1265, -1.9510], [1.0209, -0.0428, -1.0532], [-1.7778, 0.6527, 3.5762], [-0.5886, -0.1594, 3.1155], [2.6449, -1.1332, -0.7254], [0.1474, -0.2537, -2.8716], [-1.2744, 0.2002, 0.1100], [-0.6864, 0.8358, -1.8148], [2.0426, -1.4288, -2.2707], [-2.3870, 0.9268, 0.5565]], "atomic_forces_ev_per_a": [[1.1131, 0.5643, 0.9314], [0.1538, 0.1417, 0.2928], [0.0381, -0.3419, 0.6143], [0.7715, -0.0606, 1.0359], [0.9864, -0.5526, -0.6632], [-1.0294, -0.2100, -0.3523], [-0.3963, 0.4278, -0.1568], [0.3969, -0.0855, -0.4700], [-0.0911, 0.1751, -0.3135], [-0.2794, 0.2887, -0.0432], [-0.0461, -0.6718, -0.6567], [-0.2225, 0.0700, 0.1541], [-0.3675, 0.0481, -0.2832], [-1.0276, 0.2067, -0.0897]], "smiles": "NC(N)=O.O.O", "orbital_gap_ha": 0.4070}



ΔE to the lowest compared entry with this formula, charge and spin per entry: 113.9, 21.3, 51.0, 14.9 kcal per mole